C50H77F6IN4O6PS | ωB97M-V/def2-TZVPD

```
146
Properties=species:S:1:pos:R:3:lowdin_charge:R:1
C -4.620 5.513 -3.098 -0.113
C -4.341 5.569 -1.601 -0.354
C -4.790 4.284 -0.865 -0.643
I -6.942 4.525 -0.666 0.992
C -3.958 4.013 0.408 -0.402
C -3.999 5.234 1.397 -0.091
C -5.190 5.480 2.292 -0.244
C -5.506 4.747 3.435 -0.067
C -6.596 5.059 4.240 -0.032
C -7.412 6.154 3.947 -0.266
C -8.559 6.488 4.852 -0.043
C -7.092 6.909 2.822 -0.027
C -6.001 6.582 2.023 -0.083
C -4.217 2.722 1.234 -0.491
S -5.908 2.052 1.324 0.837
C -3.354 1.489 0.911 -0.187
C -3.830 0.739 -0.335 -0.254
O -3.895 1.280 -1.383 0.159
C -4.324 -0.751 -0.266 -0.385
F -5.095 -0.946 -1.332 0.178
F -5.065 -0.981 0.826 0.137
C -3.219 -1.869 -0.301 -0.345
F -2.753 -2.101 0.937 0.156
F -3.836 -2.986 -0.696 0.184
C -2.052 -1.596 -1.302 -0.369
F -2.470 -0.827 -2.294 0.190
F -1.648 -2.768 -1.830 0.174
C -0.803 -0.999 -0.651 -0.438
O -0.390 0.078 -0.965 0.130
O -0.229 -1.765 0.236 0.182
N -1.869 1.763 0.952 0.018
C -1.196 0.932 2.015 -0.080
C -1.522 1.350 3.443 -0.372
C -0.504 2.353 4.038 -0.038
C -1.552 0.109 4.349 -0.040
C -1.560 3.215 1.021 -0.222
C -0.070 3.411 0.740 -0.175
O 0.187 4.788 0.717 -0.044
C 1.295 5.183 1.442 -0.266
C 2.547 4.617 1.249 -0.007
C 3.634 5.079 1.983 -0.063
C 3.486 6.119 2.899 -0.079
C 2.225 6.682 3.094 -0.071
C 1.139 6.213 2.366 -0.008
C -2.411 4.015 0.018 -0.256
P -1.903 3.505 -1.714 0.830
N -0.707 4.398 -2.207 -0.253
H -3.847 4.993 -3.659 0.056
H -4.649 6.525 -3.493 0.084
H -5.589 5.071 -3.306 0.051
H -4.933 6.394 -1.220 0.072
H -3.302 5.823 -1.396 0.096
H -4.709 3.436 -1.531 0.036
H -3.127 5.125 2.048 0.125
H -3.812 6.142 0.835 0.119
H -4.887 3.909 3.738 0.095
H -6.779 4.456 5.118 0.115
H -9.359 5.760 4.767 0.085
H -8.924 7.498 4.708 0.079
H -8.208 6.424 5.880 0.082
H -7.703 7.772 2.606 0.115
H -5.803 7.221 1.174 0.106
H -3.939 2.953 2.255 0.077
H -6.024 1.931 2.653 -0.089
H -3.551 0.822 1.746 0.135
H 0.572 -1.306 0.545 0.138
H -1.457 1.428 0.068 0.104
H -0.123 0.920 1.855 0.140
H -1.563 -0.077 1.861 0.109
H -2.501 1.829 3.499 0.127
H -0.778 3.388 3.863 0.076
H -0.455 2.220 5.112 0.087
H 0.478 2.153 3.618 0.087
H -2.059 -0.706 3.838 0.079
H -2.061 0.327 5.279 0.091
H -0.528 -0.179 4.570 0.095
H -1.713 3.626 2.014 0.139
H 0.519 2.967 1.541 0.115
H 0.249 2.916 -0.185 0.111
H 2.684 3.825 0.527 0.096
H 4.607 4.634 1.849 0.106
H 4.321 6.503 3.462 0.103
H 2.100 7.475 3.812 0.105
H 0.162 6.654 2.501 0.114
H -2.043 5.028 0.107 0.114
H -2.967 3.573 -2.615 0.016
H -1.490 2.154 -1.682 0.013
H -0.929 4.891 -3.063 -0.028
C 3.154 -0.016 -2.999 -0.019
C 3.700 0.220 -1.567 -0.479
C 5.228 0.262 -1.581 -0.130
C 5.871 -1.108 -1.787 -0.165
C 5.332 -2.119 -0.771 -0.123
C 3.805 -2.204 -0.768 -0.488
N 3.199 -0.841 -0.636 -0.090
O 3.257 -0.434 0.593 -0.038
C 3.329 -2.908 -2.050 -0.023
C 3.337 -3.095 0.377 -0.032
C 3.161 1.571 -1.127 -0.054
H 2.855 0.925 -3.459 0.085
H 3.887 -0.470 -3.664 0.077
H 2.266 -0.647 -2.990 0.077
H 5.586 0.673 -0.631 0.126
H 5.557 0.952 -2.360 0.130
H 5.704 -1.465 -2.806 0.104
H 6.952 -1.020 -1.669 0.117
H 5.740 -3.109 -0.981 0.129
H 5.685 -1.841 0.227 0.127
H 2.239 -2.896 -2.120 0.087
H 3.643 -3.952 -2.032 0.076
H 3.734 -2.484 -2.965 0.066
H 3.711 -2.757 1.343 0.083
H 3.704 -4.108 0.216 0.088
H 2.246 -3.133 0.423 0.076
H 2.068 1.539 -1.079 0.072
H 3.446 2.350 -1.832 0.099
H 3.538 1.869 -0.149 0.068
C 4.345 -9.413 -4.236 -0.026
C 4.863 -8.381 -3.201 -0.483
C 5.716 -9.077 -2.139 -0.135
C 4.902 -9.918 -1.157 -0.170
C 3.782 -9.087 -0.534 -0.133
C 2.894 -8.405 -1.575 -0.495
N 3.722 -7.650 -2.567 -0.083
O 4.135 -6.544 -2.043 -0.041
C 2.014 -9.459 -2.274 -0.035
C 1.922 -7.454 -0.886 -0.043
C 5.734 -7.403 -3.982 -0.047
H 4.972 -9.415 -5.126 0.081
H 4.341 -10.433 -3.855 0.074
H 3.338 -9.170 -4.573 0.081
H 6.273 -8.324 -1.573 0.125
H 6.459 -9.703 -2.637 0.128
H 4.493 -10.803 -1.651 0.103
H 5.559 -10.289 -0.368 0.115
H 3.161 -9.718 0.105 0.126
H 4.227 -8.328 0.118 0.124
H 1.446 -9.009 -3.089 0.092
H 1.300 -9.869 -1.560 0.088
H 2.571 -10.304 -2.671 0.062
H 2.435 -6.720 -0.266 0.070
H 1.257 -8.025 -0.239 0.087
H 1.313 -6.921 -1.618 0.091
H 5.151 -6.877 -4.739 0.094
H 6.527 -7.955 -4.485 0.088
H 6.209 -6.664 -3.338 0.076
```

Highest occupied orbital energy (spin up / spin down): -9.90 / -10.77 eV
Spin multiplicity: 3
E_tot: -115863.209 eV
LUMO energy (spin up / spin down): -0.127 / -0.127 hartree
HOMO-LUMO gap (spin up / spin down): 6.44 / 7.31 eV
Charge: +1
Max |F|: 2.3 eV Å⁻¹